Computed, not measured: an isolated ion of composition C6H14N3 and charge +1, with ωB97M-V/def2-TZVPD.

Energy relative to the best compared isomer or geometry (same formula, charge and spin)   205.4 kJ/mol
Kohn-Sham gap   8.1 eV
Charge   +1
LUMO energy   -5.09 eV
SMILES   CN[C@H](N)/C=C\C(C)=[NH2+]

Cartesian coordinates (Å):
C1 0.613 2.120 -1.469
N1 1.072 0.989 -0.653
C2 0.509 0.989 0.702
N2 1.222 2.058 1.356
C3 0.782 -0.290 1.293
C4 0.183 -1.534 1.039
C5 -0.849 -1.896 0.116
C6 -1.602 -3.159 0.089
N3 -1.081 -1.115 -0.924
H1 -0.462 1.924 -1.706
H2 1.028 2.989 -1.010
H3 1.095 1.981 -2.534
H4 2.084 1.030 -0.593
H5 -0.604 1.219 0.751
H6 1.154 2.118 2.338
H7 2.107 2.134 1.017
H8 1.705 -0.335 1.993
H9 0.482 -2.456 1.543
H10 -1.201 -3.819 0.762
H11 -1.634 -3.558 -0.941
H12 -2.588 -2.941 0.495
H13 -0.343 -0.444 -1.146
H14 -1.846 -1.494 -1.603

Computed, not measured: C6H14N3 as an isolated structure, with ωB97M-V/def2-TZVPD.

Energy relative to the best compared isomer or geometry (same formula, charge and spin)   223.1 kJ/mol
Kohn-Sham gap   9.8 eV
Charge   +1
LUMO energy   -3.65 eV

Cartesian coordinates (Å):
C1 -1.987 1.260 0.084
C2 -0.182 -1.875 0.476
C3 0.153 -1.419 -0.689
C4 0.074 2.273 -0.405
C5 0.783 -2.026 1.661
C6 1.529 -0.873 -1.094
N1 -2.633 2.298 -0.184
N2 -0.664 1.233 -0.006
N3 -0.571 3.368 -0.460
H1 -2.290 0.227 0.414
H2 -1.050 -2.322 0.511
H3 -0.566 -1.674 -1.489
H4 1.068 2.095 -0.838
H5 1.711 -2.663 1.363
H6 0.339 -2.701 2.401
H7 1.292 -1.154 2.044
H8 1.961 -0.319 -0.329
H9 1.555 -0.390 -2.052
H10 2.244 -1.678 -1.198
H11 -3.642 2.498 -0.270
H12 -0.307 0.226 -0.016
H13 -0.074 4.204 -0.928
H14 -1.802 3.247 -0.365

Computed, not measured: a 2-piece molecular cluster, C6H14N3 overall, with ωB97M-V/def2-TZVPD.

Energy relative to the best compared isomer or geometry (same formula, charge and spin)   161.4 kJ/mol
Kohn-Sham gap   8.8 eV
Charge   +1
LUMO energy   -3.18 eV

Cartesian coordinates (Å):
C1 1.787 -0.114 -0.035
C2 0.147 -0.621 -0.174
C3 -0.357 1.666 -0.788
C4 1.854 1.228 0.193
C5 2.735 -1.182 0.099
C6 -0.422 -1.947 0.062
N1 0.742 2.052 0.003
N2 -3.265 0.281 0.268
N3 -0.680 0.314 -0.378
H1 -1.118 2.281 -0.475
H2 -0.110 1.730 -1.892
H3 2.699 1.731 0.690
H4 3.186 -1.695 -0.805
H5 2.539 -2.019 0.817
H6 3.511 -0.690 0.610
H7 -0.911 -2.252 -0.910
H8 -1.283 -1.745 0.776
H9 0.382 -2.655 0.316
H10 0.931 2.953 0.349
H11 -3.670 -0.671 0.033
H12 -3.968 1.001 0.169
H13 -1.816 0.099 -0.233
H14 -2.915 0.255 1.304

Computed, not measured: an isolated ion of composition C6H14N3 and charge +1, with ωB97M-V/def2-TZVPD.

Energy relative to the best compared isomer or geometry (same formula, charge and spin)   69.1 kJ/mol
Kohn-Sham gap   11.3 eV
Charge   +1
LUMO energy   -2.97 eV
SMILES   [H]/N=C/CC(=[NH2+])NC(C)C

Cartesian coordinates (Å):
H1 2.616 -2.951 -2.843
N1 2.037 -2.385 -2.123
C1 0.778 -2.348 -2.409
C2 -0.203 -1.773 -1.436
C3 0.439 -0.727 -0.516
N2 1.572 -0.814 0.064
N3 -0.420 0.161 -0.147
C4 -0.191 1.268 0.694
C5 -0.258 0.891 2.177
C6 -1.147 2.399 0.291
H2 0.452 -2.960 -3.258
H3 -1.001 -1.252 -2.109
H4 -0.638 -2.507 -0.722
H5 2.210 -1.541 -0.287
H6 1.790 -0.078 0.702
H7 -1.384 0.271 -0.389
H8 0.796 1.573 0.558
H9 0.762 0.598 2.560
H10 -0.709 1.549 2.838
H11 -0.787 -0.027 2.181
H12 -0.869 3.300 0.868
H13 -2.111 2.152 0.659
H14 -1.059 2.679 -0.719

Computed, not measured: an isolated ion of composition C6H14N3O and charge +1, with ωB97M-V/def2-TZVPD.

Energy relative to the best compared isomer or geometry (same formula, charge and spin)   29.9 kJ/mol
Kohn-Sham gap   9.4 eV
Charge   +1
LUMO energy   -4.48 eV
SMILES   C[N+](C)=C(CCN)C(N)=O

Cartesian coordinates (Å):
C1 1.974 0.986 0.698
N1 1.400 -0.098 0.082
C2 2.312 -0.792 -0.903
C3 0.207 -0.548 0.320
C4 -0.742 0.198 1.255
C5 -1.660 1.330 0.660
N2 -2.328 0.979 -0.566
C6 -0.158 -1.799 -0.439
N3 -1.198 -1.618 -1.271
O1 0.418 -2.872 -0.146
H1 3.042 1.063 0.458
H2 1.595 1.964 0.307
H3 1.898 0.954 1.786
H4 3.298 -0.494 -0.706
H5 2.134 -1.950 -0.780
H6 1.863 -0.570 -1.839
H7 -0.255 0.643 2.175
H8 -1.559 -0.476 1.594
H9 -2.314 1.735 1.494
H10 -1.005 2.162 0.570
H11 -3.139 0.268 -0.346
H12 -2.723 1.793 -1.049
H13 -1.498 -0.660 -1.351
H14 -1.563 -2.202 -2.001

Computed, not measured: an isolated ion of composition C6H14N3O2S and charge +1, with ωB97M-V/def2-TZVPD.

Energy relative to the best compared isomer or geometry (same formula, charge and spin)   321.6 kJ/mol
Kohn-Sham gap (alpha / beta)   7.8 / 7.8 eV
Charge   +1
LUMO energy (alpha / beta)   -4.62 / -4.62 eV

Cartesian coordinates (Å):
C1 -0.317 0.479 0.431
C2 1.093 0.293 0.239
C3 -1.988 -2.047 -1.193
C4 -2.076 2.320 0.974
C5 3.368 -1.408 0.248
C6 -1.098 -1.801 0.021
N1 -0.693 1.976 0.818
N2 1.817 1.200 -0.397
N3 -1.241 -0.427 0.467
O1 1.104 2.033 -1.261
O2 3.029 1.299 -0.432
S1 1.897 -0.952 1.205
H1 -3.040 -1.956 -0.936
H2 -1.758 -1.345 -1.990
H3 -1.815 -3.054 -1.563
H4 -2.671 2.154 0.069
H5 -2.511 1.766 1.811
H6 -2.125 3.378 1.230
H7 3.073 -1.886 -0.681
H8 3.900 -2.111 0.882
H9 3.988 -0.534 0.060
H10 -0.055 -1.986 -0.228
H11 -1.390 -2.461 0.840
H12 -0.057 2.654 0.442
H13 1.751 2.558 -1.770
H14 -2.184 -0.142 0.714

Computed, not measured: a 2-piece molecular cluster, C6H14N3O3 overall, with ωB97M-V/def2-TZVPD.

Energy relative to the best compared isomer or geometry (same formula, charge and spin)   309.6 kJ/mol
Kohn-Sham gap   9.5 eV
Charge   +1
LUMO energy   -2.79 eV

Cartesian coordinates (Å):
C1 2.596 -1.152 1.994
C2 -0.185 -1.641 -0.763
C3 0.663 -2.701 -1.270
C4 -1.674 2.305 -0.160
C5 0.003 1.481 -1.801
C6 0.101 0.533 0.274
N1 1.695 -0.705 2.675
N2 -0.737 0.157 1.617
N3 -0.920 1.154 -0.687
O1 3.347 -1.552 1.245
O2 -1.308 -1.350 -1.092
O3 0.537 -0.746 -0.136
H1 0.398 -3.634 -0.912
H2 1.632 -2.298 -0.942
H3 0.716 -2.626 -2.394
H4 -1.337 3.208 -0.747
H5 -2.683 2.307 -0.123
H6 -1.239 2.443 0.871
H7 -0.533 1.753 -2.722
H8 0.571 2.392 -1.485
H9 0.649 0.659 -1.977
H10 0.084 0.233 2.225
H11 1.714 -0.635 3.636
H12 -1.194 -0.778 1.795
H13 -1.447 0.834 1.814
H14 -1.448 0.360 -0.932

Computed, not measured: an isolated ion of composition C6H14N3O4 and charge +1, with ωB97M-V/def2-TZVPD.

Kohn-Sham gap (alpha / beta)   10.1 / 6.7 eV
Charge   +1
LUMO energy (alpha / beta)   -3.69 / -7.32 eV
Spin multiplicity   3

Cartesian coordinates (Å):
C1 -1.169 1.873 1.697
C2 0.493 0.272 1.092
C3 -2.111 -2.668 -1.204
C4 3.704 0.612 1.076
C5 -1.286 -1.537 -1.919
C6 2.563 0.973 0.100
N1 -2.660 1.175 -0.131
N2 -1.897 0.373 -0.719
N3 -2.044 -0.315 -1.789
O1 -0.537 0.731 1.909
O2 -2.409 1.829 0.918
O3 0.169 -0.574 0.166
O4 1.313 1.395 0.690
H1 -1.585 2.274 2.599
H2 -0.548 2.676 1.313
H3 1.224 -0.262 1.860
H4 -1.429 -3.489 -1.365
H5 -1.998 -2.562 -0.113
H6 -3.010 -2.810 -1.795
H7 4.242 1.467 1.545
H8 3.525 -0.247 1.720
H9 4.577 0.349 0.438
H10 -0.368 -1.368 -1.201
H11 -0.972 -1.909 -2.998
H12 2.196 0.008 -0.492
H13 2.648 1.681 -0.788
H14 -2.634 0.053 -2.608

Computed, not measured: one molecule with the formula C6H14N3OP, with ωB97M-V/def2-TZVPD.

Energy relative to the best compared isomer or geometry (same formula, charge and spin)   0.0 kJ/mol
Kohn-Sham gap   10.2 eV
LUMO energy   0.94 eV
SMILES   CN(C)P(=O)(N1CC1)N1CC1

Cartesian coordinates (Å):
C1 -1.272 -1.774 1.306
N1 -0.529 -1.289 0.155
C2 -1.187 -1.576 -1.209
P1 0.211 0.129 0.364
O1 0.511 0.598 2.037
N2 -0.588 1.286 -0.659
C3 -1.454 2.212 -0.032
C4 -0.211 2.657 -0.715
N3 1.686 0.031 -0.459
C5 2.853 -0.511 0.159
C6 2.705 0.918 0.010
H1 -0.733 -1.463 2.220
H2 -2.187 -1.341 1.331
H3 -1.317 -2.889 1.369
H4 -1.137 -2.583 -1.561
H5 -2.233 -1.458 -1.277
H6 -0.682 -0.960 -1.843
H7 -1.473 2.117 1.007
H8 -2.481 2.407 -0.628
H9 0.012 2.988 -1.740
H10 0.531 3.001 -0.035
H11 3.502 -1.191 -0.340
H12 2.960 -0.821 1.153
H13 2.486 1.374 0.956
H14 3.162 1.555 -0.870

Computed, not measured: C6H14N3Pb as an isolated structure, with ωB97M-V/def2-TZVPD.

Energy relative to the best compared isomer or geometry (same formula, charge and spin)   87.5 kJ/mol
Kohn-Sham gap   8.0 eV
Charge   +1
LUMO energy   -4.21 eV

Cartesian coordinates (Å):
C1 -0.053 -0.016 -3.456
Pb1 -0.532 -1.802 -2.102
N1 -1.199 -2.665 0.328
H1 0.793 -3.264 -1.794
H2 -0.403 -2.517 0.953
H3 -2.217 -2.110 -1.362
H4 0.009 -0.528 -4.428
H5 0.673 0.810 -3.199
H6 -1.149 0.221 -3.210
H7 -1.927 -1.979 0.544
H8 -1.554 -3.604 0.365
N2 0.912 2.805 2.774
C2 0.706 1.860 1.815
C3 1.678 0.857 1.546
C4 1.396 -0.110 0.573
N3 0.272 -0.082 -0.174
C5 -0.682 0.822 0.140
C6 -0.491 1.820 1.075
H9 1.762 2.828 3.327
H10 0.221 3.502 2.982
H11 2.621 0.809 2.071
H12 2.094 -0.939 0.403
H13 -1.642 0.719 -0.396
H14 -1.289 2.562 1.225